Entry 1:
DFT (ωB97M-V/def2-TZVPD) results for one molecule with the formula C19H32N4O3.

## Properties
Orbital gap, eV: 8.97
Electronic energy, eV: -32327.127
SMILES: CCN1CCN(C(=O)[C@@H]2CCC(=O)N(CCCN3CCCC3=O)C2)CC1
Charge: 0

Atoms and positions in Å:
O (1.460, -2.054, 1.201)
O (0.353, 1.473, -1.652)
O (-1.825, -4.063, -0.696)
N (1.606, 2.663, 1.852)
N (-1.948, -2.189, 0.533)
N (-0.190, -0.330, -2.927)
N (1.165, -0.105, 2.260)
C (-0.568, -3.385, 2.689)
C (-2.052, -0.557, -1.330)
C (-0.745, -1.145, -1.873)
C (-0.528, -1.861, 2.557)
C (-1.512, -3.454, 0.314)
C (1.608, 4.021, 1.344)
C (-1.741, -1.414, 1.736)
C (0.299, 2.171, 2.231)
C (-0.250, -0.715, -4.319)
C (0.698, 0.275, -5.004)
C (0.280, 0.912, -2.728)
C (0.688, 4.302, 0.152)
C (2.246, 1.688, 0.984)
C (0.780, -1.358, 1.935)
C (0.474, 0.887, 3.051)
C (0.678, 1.489, -4.077)
C (-2.798, -1.576, -0.468)
C (-0.578, -4.062, 1.328)
C (2.439, 0.394, 1.772)
H (1.633, 2.008, -4.015)
H (-3.160, -2.389, -1.102)
H (0.065, -1.754, -4.440)
H (0.419, -3.990, 0.886)
H (0.817, 3.549, -0.621)
H (-2.698, -0.272, -2.163)
H (-0.330, 1.951, 1.352)
H (-1.469, -3.653, 3.247)
H (-0.614, -1.439, 3.562)
H (1.333, 4.676, 2.178)
H (-3.653, -1.101, 0.026)
H (0.919, 5.278, -0.267)
H (1.703, -0.145, -5.046)
H (2.641, 4.251, 1.068)
H (3.086, 0.588, 2.635)
H (-1.627, -0.366, 1.442)
H (0.381, 0.511, -6.018)
H (1.653, 1.479, 0.083)
H (0.297, -3.728, 3.259)
H (-1.276, -0.619, -4.698)
H (-0.355, 4.301, 0.460)
H (1.088, 1.118, 3.930)
H (-0.083, 2.215, -4.371)
H (3.223, 2.072, 0.685)
H (-0.921, -2.148, -2.266)
H (2.885, -0.378, 1.146)
H (-2.643, -1.490, 2.366)
H (-0.823, -5.122, 1.418)
H (-1.821, 0.348, -0.765)
H (-0.500, 0.535, 3.382)
H (-0.200, 2.924, 2.846)
H (-0.010, -1.214, -1.065)

=====

Entry 2:
DFT (ωB97M-V/def2-TZVPD) results for C26H19ClIrN6O4S2 as an isolated structure.

## Properties
Orbital gap, eV: 6.93
Electronic energy, eV: -81425.474
Charge: +1

Atoms and positions in Å:
Ir (0.165, -0.447, 0.204)
Cl (-3.680, -3.263, 3.861)
S (-0.213, -2.434, -1.363)
S (-0.966, -2.281, -4.292)
O (-0.239, -1.245, 6.155)
O (1.151, -0.009, 4.328)
O (1.175, 0.115, 2.111)
O (-2.054, -2.510, 6.185)
N (-0.480, 0.460, -1.731)
N (-0.630, -0.240, -2.844)
N (-0.515, 1.782, 0.554)
N (2.194, -1.140, -0.048)
N (-1.021, -1.351, 1.901)
N (-2.125, -2.109, 2.022)
C (4.277, -3.193, 1.792)
C (3.152, -1.676, 0.277)
C (4.318, -2.394, 0.643)
C (-3.353, -3.787, 0.731)
C (-0.804, 4.533, 0.637)
C (0.697, -0.286, 3.223)
C (-0.454, 1.744, -1.805)
C (5.370, -3.977, 2.106)
C (6.545, -3.148, 0.172)
C (-0.915, -4.055, -3.935)
C (-0.658, 2.407, 1.713)
C (-4.298, -3.184, -1.399)
C (-0.594, -1.529, -2.773)
C (5.461, -2.358, -0.160)
C (-2.889, -2.487, 0.876)
C (-1.232, -1.873, 5.581)
C (-0.537, -1.144, 3.117)
C (-4.067, -4.126, -0.407)
C (-0.828, 3.782, 1.801)
C (-3.829, -1.887, -1.247)
C (-1.335, -1.785, 4.080)
C (-0.644, 3.882, -0.576)
C (6.496, -3.966, 1.293)
C (-3.126, -1.535, -0.108)
C (-2.340, -2.392, 3.330)
C (-0.523, 2.498, -0.582)
H (-0.230, -4.246, -3.113)
H (-0.622, 4.428, -1.508)
H (-0.632, 1.805, 2.611)
H (-3.140, -4.530, 1.484)
H (7.340, -4.597, 1.535)
H (-0.564, -4.541, -4.841)
H (-0.908, 5.608, 0.668)
H (-4.851, -3.457, -2.287)
H (-4.010, -1.150, -2.018)
H (-2.776, -0.521, 0.037)
H (-1.914, -4.401, -3.685)
H (7.432, -3.130, -0.445)
H (3.392, -3.192, 2.412)
H (-4.449, -5.132, -0.518)
H (-0.439, 2.242, -2.767)
H (5.346, -4.603, 2.987)
H (-0.962, 4.246, 2.766)
H (5.485, -1.721, -1.033)
H (0.347, -0.738, 5.526)

=====

Entry 3:
DFT (ωB97M-V/def2-TZVPD) results for one molecule with the formula C3H4S2.

## Properties
Orbital gap, eV: 8.61
Electronic energy, eV: -24842.817
Charge: 0

Atoms and positions in Å:
S (-1.375, 2.454, 0.136)
S (-1.614, 0.572, -0.404)
C (-0.470, -0.671, 0.478)
C (0.706, -0.651, -0.054)
C (1.870, -0.304, -0.518)
H (-2.536, 0.254, 0.608)
H (2.417, 0.315, 0.151)
H (-1.025, -1.333, 1.146)
H (2.028, -0.637, -1.545)

=====

Entry 4:
DFT (ωB97M-V/def2-TZVPD) results for C7H12N2O as an isolated structure.

## Properties
Orbital gap, eV: 9.69
Electronic energy, eV: -12473.002
Charge: 0

Atoms and positions in Å:
O (0.460, 0.172, -2.673)
N (-0.731, 0.888, 2.223)
N (-1.256, -0.991, 3.169)
C (-0.715, 0.454, -0.148)
C (-1.247, -1.203, 1.815)
C (-1.018, -0.044, 1.325)
C (1.229, -0.988, -2.635)
C (0.898, 1.146, -1.916)
C (0.639, 0.865, -0.494)
C (-0.941, 0.289, 3.408)
H (1.119, -1.527, -3.822)
H (2.265, -0.869, -2.307)
H (1.024, -0.093, 0.034)
H (-0.571, 0.666, 4.609)
H (-0.842, -0.555, -1.191)
H (-1.502, -1.887, 1.087)
H (-1.257, 1.323, -0.197)
H (-1.557, -1.835, 3.890)
H (1.012, -1.478, -1.823)
H (0.908, 1.618, 0.167)
H (0.409, 2.394, -2.368)
H (1.673, 1.652, -2.153)

=====

Entry 5:
DFT (ωB97M-V/def2-TZVPD) results for C24H33NOP2Pd as an isolated structure.

## Properties
Spin multiplicity: 5
Orbital gap (spin up / spin down), eV: 6.49 / 4.23
⟨S²⟩: 6.079
Electronic energy, eV: -50999.324
Charge: +2

Atoms and positions in Å:
Pd (0.275, 0.426, 0.105)
P (-1.939, 0.773, -0.738)
P (0.347, -1.925, -0.467)
O (-1.144, -0.554, 2.692)
N (0.193, -0.215, -3.736)
C (4.139, -1.413, -3.111)
C (2.490, 1.374, 2.742)
C (1.618, -2.761, 0.530)
C (3.088, -2.304, -2.839)
C (1.689, 1.974, 0.406)
C (-2.448, 2.455, -0.274)
C (1.862, 2.448, 1.847)
C (-1.820, 2.859, -3.659)
C (-0.592, -0.148, 1.763)
C (-3.306, -0.217, -0.059)
C (0.514, 3.453, -3.879)
C (3.859, -0.059, -3.290)
C (1.755, -1.890, -2.901)
C (-1.134, -2.914, -0.070)
C (2.525, 0.360, -3.350)
C (-1.481, 1.531, -3.388)
C (2.061, 1.685, -2.890)
C (-0.143, 1.103, -3.686)
C (-0.831, 3.809, -3.977)
C (0.629, -2.598, -2.220)
C (0.853, 2.121, -3.623)
C (0.554, 2.989, 2.428)
C (1.470, -0.592, -3.444)
C (-2.331, 0.603, -2.585)
H (-2.546, 2.491, 0.821)
H (3.397, 0.971, 2.274)
H (1.331, 2.806, -0.222)
H (4.644, 0.696, -3.365)
H (0.749, 3.456, 3.403)
H (-0.850, -3.974, -0.014)
H (2.639, 1.561, 0.033)
H (1.812, 0.533, 2.942)
H (1.368, -2.617, 1.590)
H (-0.298, -2.372, -2.768)
H (-4.254, 0.290, -0.290)
H (-2.864, 3.157, -3.563)
H (-3.414, 2.711, -0.730)
H (2.837, 2.441, -2.759)
H (1.323, 4.185, -3.982)
H (-1.119, 4.835, -4.239)
H (-3.400, 0.797, -2.735)
H (-1.891, -2.793, -0.854)
H (-2.063, -0.429, -2.842)
H (2.577, 3.291, 1.792)
H (3.293, -3.330, -2.529)
H (-1.691, 3.183, -0.590)
H (0.126, 3.749, 1.762)
H (0.817, -3.680, -2.155)
H (2.601, -2.317, 0.324)
H (2.772, 1.820, 3.705)
H (1.641, -3.837, 0.307)
H (-3.199, -0.304, 1.029)
H (1.601, 1.420, -1.794)
H (-1.547, -2.603, 0.897)
H (-0.196, 2.199, 2.572)
H (-3.322, -1.217, -0.506)
H (5.176, -1.769, -3.109)

=====

Entry 6:
DFT (ωB97M-V/def2-TZVPD) results for a 14-piece molecular cluster, C28H84N4O14 overall.

## Properties
Orbital gap, eV: 8.59
Electronic energy, eV: -65010.703
Charge: 0

Atoms and positions in Å:
O (-2.514, -5.486, -1.239)
O (-3.138, 1.187, 1.337)
O (-3.178, -0.895, -1.324)
O (0.557, -0.224, 1.054)
O (2.949, -3.738, -2.294)
O (0.331, -3.655, -3.373)
O (2.860, -1.163, 3.055)
O (1.134, -3.310, 2.658)
O (1.570, 2.683, -2.416)
O (0.705, -0.079, -4.992)
O (-2.087, 0.233, 3.721)
O (-1.984, 3.638, -2.559)
O (2.246, 2.197, 0.449)
O (-1.815, -1.870, 1.811)
N (-5.407, -0.497, -0.878)
N (-1.387, 1.435, -3.108)
N (-4.238, -1.303, 0.757)
N (-2.636, 1.699, -1.417)
C (-2.298, -4.180, -0.749)
C (0.146, -3.173, -5.466)
C (-0.969, 0.729, 4.110)
C (3.329, -2.646, -1.828)
C (4.650, 0.231, 3.416)
C (-2.202, -2.574, 2.976)
C (4.002, -0.472, 1.245)
C (1.620, 3.117, 0.956)
C (0.164, 3.262, 0.537)
C (0.090, -0.298, 4.144)
C (4.659, -2.911, -1.148)
C (-3.020, 2.904, 2.813)
C (-0.610, -3.221, -4.078)
C (1.793, 3.167, 2.473)
C (2.253, -2.002, -0.907)
C (-1.031, 1.441, 5.497)
C (0.679, -3.880, 1.421)
C (-1.375, -1.981, -3.576)
C (3.462, -0.157, 2.669)
C (-3.853, 2.123, 1.815)
C (-1.965, 2.254, -2.356)
C (3.325, 4.005, -2.446)
C (1.465, -0.139, -3.902)
C (1.919, 3.807, -2.866)
C (-4.425, 2.985, 0.640)
C (1.130, 5.005, -2.278)
C (-4.240, -0.917, -0.476)
C (-0.222, -0.139, -0.093)
H (-0.899, -1.555, -2.701)
H (-0.950, 1.892, -4.011)
H (5.478, -3.110, -1.767)
H (3.461, -0.108, 0.423)
H (-5.039, -1.138, 1.553)
H (-4.982, 2.351, -0.173)
H (-1.344, -2.609, 3.600)
H (1.937, 3.836, -3.947)
H (2.173, 3.972, 0.583)
H (2.545, -2.048, 0.164)
H (1.256, -2.423, -0.925)
H (-0.442, -2.589, -6.225)
H (0.375, -4.123, -5.839)
H (-1.465, 0.946, 6.372)
H (-1.222, 0.483, -2.799)
H (-2.775, 0.665, -1.290)
H (0.103, -4.746, 1.795)
H (-3.079, 2.257, -0.687)
H (-0.315, 4.068, 1.224)
H (-6.251, -0.311, -0.322)
H (1.323, 0.361, 0.989)
H (-1.595, 2.369, 5.539)
H (-0.608, 1.427, 3.319)
H (3.437, -1.976, -2.677)
H (0.049, 3.609, -0.494)
H (4.765, -3.604, -0.286)
H (-1.294, -3.779, -1.009)
H (-1.256, 0.058, 0.161)
H (2.325, 0.548, -4.064)
H (-2.390, -2.297, -3.340)
H (2.644, 0.623, 2.672)
H (1.366, 5.885, -2.813)
H (2.132, -3.681, -2.768)
H (1.291, 4.001, 2.920)
H (1.254, 5.170, -1.191)
H (-1.991, 2.902, 2.510)
H (-5.159, 3.592, 1.170)
H (0.299, 0.534, -0.727)
H (2.184, -0.957, -1.243)
H (3.718, 5.009, -2.811)
H (-0.126, -1.053, 4.965)
H (0.437, 0.832, -5.149)
H (1.624, -1.087, -3.419)
H (-0.991, -1.464, 2.093)
H (4.001, 3.219, -2.919)
H (1.440, 2.384, 3.120)
H (-2.946, -1.976, 3.487)
H (4.269, -1.546, 1.121)
H (2.152, 2.333, -0.473)
H (-0.528, 2.425, 0.517)
H (1.566, -4.000, 3.078)
H (-2.282, 0.752, 2.934)
H (0.235, -0.873, 3.231)
H (-3.669, 0.385, 1.264)
H (-0.131, -3.268, 1.032)
H (-3.194, 3.979, 3.029)
H (-3.118, 2.398, 3.801)
H (-4.714, 1.776, 2.311)
H (-2.532, -3.569, 2.860)
H (-0.141, -1.038, -0.649)
H (2.837, 3.441, 2.730)
H (1.538, -4.071, 0.800)
H (-0.100, 1.710, 5.952)
H (-1.326, -4.002, -4.119)
H (-3.662, 3.495, 0.050)
H (4.863, 0.051, 1.011)
H (-2.395, -4.152, 0.281)
H (5.430, -0.575, 3.416)
H (1.091, -2.543, -5.414)
H (2.128, -1.423, 2.452)
H (-0.107, -4.258, -2.725)
H (-3.058, -3.491, -0.910)
H (-3.314, -1.595, 1.195)
H (0.969, 0.234, 4.291)
H (-1.514, -1.260, -4.413)
H (4.955, -1.932, -0.789)
H (4.226, 0.332, 4.459)
H (0.021, 4.854, -2.507)
H (-5.450, 0.063, -1.759)
H (0.822, 0.191, -3.169)
H (0.668, 2.595, -2.766)
H (3.473, 4.032, -1.404)
H (-2.083, -6.184, -0.711)
H (5.132, 1.180, 3.140)

=====

Entry 7:
DFT (ωB97M-V/def2-TZVPD) results for a 3-piece molecular cluster, C2H3ClO2S overall.

## Properties
Spin multiplicity: 3
Orbital gap (spin up / spin down), eV: 8.74 / 6.76
⟨S²⟩: 2.011
Electronic energy, eV: -29568.814
Charge: 0

Atoms and positions in Å:
Cl (3.359, 2.098, -0.065)
S (1.204, -1.847, -0.338)
O (2.021, -0.695, 0.075)
O (1.111, -2.953, 0.519)
C (-1.628, -1.009, -0.203)
C (-1.056, -0.038, 0.321)
H (-0.218, 0.662, 0.360)
H (-2.314, -1.795, -0.175)
H (2.659, 1.062, -0.289)

=====

Entry 8:
DFT (ωB97M-V/def2-TZVPD) results for C39H39CoN4O2S as an isolated structure.

## Properties
Spin multiplicity: 5
Orbital gap (spin up / spin down), eV: 6.72 / 5.28
⟨S²⟩: 6.053
Electronic energy, eV: -99594.561
Charge: 0

Atoms and positions in Å:
Co (-0.068, -0.330, -0.310)
S (-1.050, -2.132, 0.830)
O (1.514, -0.348, -1.485)
O (-1.184, 0.876, 1.747)
N (1.298, -0.129, 1.289)
N (-1.116, -2.016, -2.280)
N (2.457, -0.632, 1.268)
N (-0.937, 1.387, -1.216)
C (2.630, -0.904, -1.182)
C (4.952, -1.758, 1.683)
C (-2.861, 0.042, -1.422)
C (-0.868, 0.874, 4.145)
C (-3.950, 1.706, -3.368)
C (-0.203, 2.678, -1.310)
C (-1.894, -3.171, -0.299)
C (-2.142, 1.205, -1.804)
C (-4.069, -0.301, -1.992)
C (4.658, -1.950, -2.021)
C (5.182, -2.083, -0.698)
C (1.681, -0.107, 3.737)
C (0.875, 0.144, 2.634)
C (-2.652, -4.198, 0.226)
C (-2.483, -3.816, -3.924)
C (6.947, -2.785, 0.794)
C (-1.850, -3.028, -1.721)
C (6.187, -2.323, 1.879)
C (-0.041, 0.620, 5.229)
C (0.930, 2.681, -0.278)
C (-3.328, -4.987, -1.935)
C (4.413, -1.622, 0.387)
C (-4.757, -1.575, -1.585)
C (-2.742, 2.036, -2.792)
C (-1.106, 3.869, -0.942)
C (-3.369, -5.099, -0.576)
C (3.110, -1.029, 0.144)
C (6.444, -2.663, -0.474)
C (-1.060, -1.920, -3.587)
C (-4.546, 2.598, -4.427)
C (0.460, 2.848, -2.686)
C (-1.736, -2.817, -4.452)
C (3.452, -1.391, -2.256)
C (-2.513, 1.311, 1.973)
C (-2.564, -3.955, -2.520)
C (-0.412, 0.651, 2.851)
C (-4.606, 0.538, -2.967)
C (1.238, 0.132, 5.025)
C (-0.280, -0.805, -4.215)
H (1.421, 3.655, -0.299)
H (0.479, -0.444, -3.530)
H (-1.642, -2.688, -5.522)
H (0.540, 2.512, 0.724)
H (-1.867, 1.239, 4.319)
H (-3.012, -4.520, -4.555)
H (-3.089, 0.543, 2.495)
H (-0.238, 2.870, -3.520)
H (-2.003, 3.957, -1.545)
H (-3.948, -5.885, -0.109)
H (4.370, -1.412, 2.523)
H (-5.554, 0.280, -3.425)
H (-4.313, -2.429, -2.101)
H (-3.864, -5.675, -2.577)
H (5.257, -2.312, -2.849)
H (-0.409, 0.797, 6.231)
H (-5.492, 2.201, -4.790)
H (2.670, -0.503, 3.563)
H (-0.530, 4.788, -1.052)
H (-2.527, 2.239, 2.550)
H (-4.643, -1.756, -0.516)
H (-0.953, 0.016, -4.471)
H (-2.684, -4.301, 1.303)
H (1.886, -0.075, 5.865)
H (1.669, 1.917, -0.500)
H (-1.409, 3.789, 0.103)
H (7.918, -3.232, 0.958)
H (6.578, -2.416, 2.884)
H (-3.872, 2.697, -5.279)
H (7.014, -3.015, -1.326)
H (-2.245, 2.924, -3.145)
H (0.190, -1.144, -5.138)
H (3.057, -1.289, -3.259)
H (-2.447, -0.594, -0.648)
H (-2.951, 1.487, 0.998)
H (-4.729, 3.599, -4.034)
H (1.020, 3.784, -2.684)
H (1.162, 2.033, -2.852)
H (-5.819, -1.547, -1.827)

=====

- Which value of charge does entry 3 give?
  0